Record 1
This record from OMol25 describes a structure of composition C35H43ClGaP2Si2 at a distorted geometry. The level of theory is ωB97M-V/def2-TZVPD.

```
84
Properties=species:S:1:pos:R:3
C -2.660 -0.836 4.730
C -2.720 -0.101 3.536
C -2.062 -0.884 2.490
H -3.223 0.848 3.368
C -1.691 -2.157 3.111
C -2.027 -2.084 4.477
H -1.898 -2.881 5.207
H -3.107 -0.550 5.682
H -2.256 -0.760 1.423
H -1.285 -3.013 2.573
Ga 0.057 -0.202 2.823
Si -1.073 -0.169 -3.474
C -0.946 1.251 -4.693
C 0.182 1.372 -5.530
H 0.957 0.598 -5.546
C 0.350 2.499 -6.339
H 1.227 2.587 -6.985
C -0.609 3.517 -6.329
H -0.483 4.401 -6.952
C -1.742 3.391 -5.508
H -2.494 4.184 -5.497
C -1.917 2.264 -4.706
H -2.798 2.166 -4.065
C -0.598 -1.607 -4.570
C -1.050 -1.642 -5.901
H -1.700 -0.854 -6.285
C -0.657 -2.677 -6.763
H -1.011 -2.694 -7.794
C 0.213 -3.674 -6.305
H 0.536 -4.474 -6.975
C 0.677 -3.640 -4.986
H 1.376 -4.398 -4.628
C 0.257 -2.629 -4.117
H 0.611 -2.602 -3.086
H -2.469 -0.247 -3.013
Si 1.169 0.693 -2.009
C 0.719 -0.893 -1.071
C -0.605 -1.290 -0.789
H -1.468 -0.625 -0.928
C -0.893 -2.597 -0.379
H -1.937 -2.903 -0.248
C 0.139 -3.511 -0.185
H -0.091 -4.538 0.116
C 1.463 -3.116 -0.375
H 2.273 -3.842 -0.217
C 1.758 -1.808 -0.767
H 2.799 -1.508 -0.884
C 0.043 2.119 -1.500
C -1.035 2.048 -0.588
H -1.252 1.123 -0.046
C -1.870 3.146 -0.353
H -2.659 3.089 0.401
C -1.693 4.316 -1.100
H -2.358 5.169 -0.954
C -0.653 4.398 -2.031
H -0.531 5.298 -2.656
C 0.238 3.342 -2.180
H 1.067 3.438 -2.884
H 2.568 1.055 -1.675
Cl 1.325 1.117 1.490
C 2.762 -2.517 2.812
P 1.884 -1.347 3.846
C 1.391 -2.179 5.378
C 3.078 -0.086 4.421
C 2.418 1.237 4.860
P 0.578 1.333 4.669
C 0.222 3.029 4.103
C -0.099 1.197 6.357
H 2.116 -3.376 2.609
H 3.676 -2.862 3.316
H 3.031 -2.065 1.851
H 0.663 -1.596 5.950
H 0.931 -3.137 5.115
H 2.280 -2.352 5.999
H 3.632 -0.539 5.258
H 3.805 0.082 3.619
H 2.636 1.431 5.910
H 2.822 2.078 4.276
H -0.092 3.651 4.956
H 1.116 3.458 3.632
H -0.588 3.003 3.360
H 0.649 0.784 7.052
H -0.399 2.198 6.711
H -0.991 0.552 6.380
```

As for the net charge: +1. For the energy above the lowest of the compared OMol25 structures with the same formula, charge and spin, the calculation gives 11.9 kcal/mol.

=====

Record 2
This record from OMol25 describes a structure of composition C25H45B2IN8O18S at a distorted geometry. The level of theory is ωB97M-V/def2-TZVPD.

```
100
C25H45B2IN8O18S ωB97M-V/def2-TZVPD
C -0.133 -1.056 2.964
C 0.842 -0.325 3.903
C 0.703 1.198 3.900
C 0.745 1.907 2.546
C 2.105 2.293 1.956
B 1.695 3.010 0.564
N 0.741 4.131 0.645
O 2.234 2.702 -0.669
C 2.775 3.505 2.536
O 2.579 4.189 3.454
O 3.849 3.687 1.595
C 4.411 2.416 1.443
I 6.303 2.597 2.628
N 4.883 2.121 0.086
C 5.384 3.040 -0.520
S 5.999 4.209 -1.319
C 3.341 1.355 1.947
C 3.374 0.017 1.171
C 2.662 -0.165 -0.158
C 2.999 -1.618 -0.617
O 1.258 -0.071 0.069
C 0.494 -0.008 -1.114
C -0.956 0.002 -0.701
C -1.620 -1.209 -0.511
C -2.950 -1.216 -0.088
C -3.575 -0.004 0.155
C -2.935 1.213 -0.050
C -1.606 1.214 -0.478
B 3.952 0.923 3.386
O 3.688 1.580 4.584
O 4.731 -0.206 3.456
H 0.401 -1.618 2.206
H -0.859 -0.391 2.505
H -0.702 -1.795 3.526
H 0.585 -0.646 4.912
H 1.864 -0.673 3.745
H 1.391 1.649 4.605
H -0.283 1.400 4.322
H 0.217 2.846 2.702
H 0.143 1.356 1.831
H -0.218 3.869 0.457
H 1.031 4.835 -0.024
H 1.532 2.764 -1.327
H 3.002 -0.775 1.813
H 4.420 -0.183 0.962
H 3.010 0.482 -0.956
H 2.087 -2.205 -0.688
H 3.596 -2.089 0.152
H 3.508 -1.645 -1.574
H 0.698 0.899 -1.687
H 0.667 -0.870 -1.761
H -1.095 -2.134 -0.695
H -3.449 -2.158 0.078
H -4.595 0.042 0.515
H -3.424 2.157 0.136
H -1.055 2.130 -0.636
H 3.179 1.015 5.172
H 5.226 -0.174 4.282
C -3.362 -2.367 -4.206
N -2.636 -1.131 -3.801
O -3.292 -0.140 -3.550
O -1.426 -1.195 -3.745
H -4.421 -2.158 -4.210
H -3.012 -2.641 -5.193
H -3.112 -3.137 -3.482
C 7.038 -2.774 2.156
N 6.548 -3.516 0.961
O 7.164 -4.496 0.604
O 5.552 -3.075 0.426
H 7.924 -3.274 2.528
H 7.257 -1.759 1.840
H 6.238 -2.781 2.890
C -5.105 -1.488 3.482
N -5.592 -2.240 2.292
O -4.981 -3.238 1.972
O -6.565 -1.796 1.721
H -4.237 -2.002 3.876
H -4.851 -0.486 3.149
H -5.914 -1.465 4.205
C 2.708 5.238 -2.801
N 1.292 5.621 -2.547
O 0.464 4.732 -2.507
O 1.062 6.799 -2.387
H 2.758 4.163 -2.917
H 3.030 5.748 -3.704
H 3.288 5.565 -1.944
C -5.165 -6.410 -6.250
N -4.413 -5.186 -5.862
O -5.052 -4.184 -5.605
O -3.205 -5.270 -5.829
H -6.223 -6.181 -6.234
H -4.835 -6.690 -7.245
H -4.918 -7.184 -5.529
C -6.430 -0.181 -2.216
N -7.519 0.657 -1.646
O -8.629 0.552 -2.123
O -7.215 1.397 -0.733
H -6.842 -0.786 -3.016
H -5.660 0.488 -2.588
H -6.046 -0.800 -1.412
```

=====

Asked for frontier orbital gap across the records above, the calculation gives 6.2196, 8.9765 eV in order.
Asked for E_tot across the records above, the calculation gives -136218.113, -95706.093 eV in order.